[1]
ORCA calculation (the ωB97M-V functional and the def2-TZVPD basis) on C17H21Cl3O4Re as an isolated structure at a distorted geometry.

XYZ file:
```
46
Properties=species:S:1:pos:R:3:mulliken_spin:R:1
C -2.326 0.363 2.072 0.17
C -2.598 -0.776 1.210 -0.22
C -2.604 -0.282 -0.197 0.06
C -3.033 -2.125 1.602 -0.04
C -2.539 1.208 -0.052 0.17
C -2.357 1.542 1.293 0.02
C -2.310 2.950 1.804 0.01
C -1.964 0.357 3.514 -0.02
C -3.253 -0.884 -1.376 -0.02
C -2.953 2.124 -1.108 -0.03
Re -0.585 -0.970 -0.401 2.40
Cl -0.639 -2.794 -1.317 0.24
Cl 0.192 -1.242 1.759 0.09
O -0.303 0.622 -1.602 0.06
H -2.551 -2.459 2.544 0.00
H -2.841 -2.876 0.821 0.00
H -4.125 -2.053 1.756 -0.01
H -3.187 -1.984 -1.429 0.00
H -2.837 -0.461 -2.309 0.00
H -4.306 -0.574 -1.294 0.01
H -2.779 1.704 -2.101 0.00
H -2.421 3.083 -1.026 0.00
H -4.037 2.348 -1.022 0.02
H -2.022 3.612 0.984 0.00
H -1.586 3.049 2.613 0.00
H -3.286 3.314 2.174 -0.01
H -1.482 -0.579 3.812 0.01
H -2.853 0.499 4.160 0.02
H -1.285 1.202 3.739 0.00
H 0.659 0.856 -1.534 0.00
O 1.250 2.812 1.814 0.00
H 1.321 1.781 1.809 0.00
Cl 7.517 -1.921 -3.694 0.00
C 6.172 -1.361 -2.763 0.00
C 6.368 -0.882 -1.455 0.00
C 5.246 -0.597 -0.641 0.00
C 3.920 -0.754 -1.071 -0.01
C 3.764 -1.114 -2.429 0.00
C 4.863 -1.415 -3.267 0.00
C 2.800 -0.551 -0.047 0.01
O 3.055 -0.397 1.162 0.00
O 1.588 -0.539 -0.590 0.05
H 7.386 -0.753 -1.085 0.00
H 5.448 -0.230 0.368 0.00
H 2.773 -1.156 -2.885 0.01
H 4.740 -1.698 -4.317 0.00
```

Properties
* ⟨S²⟩: 3.82
* 2S+1: 4
* F_max: 10.81 eV Å⁻¹
* gap between HOMO and LUMO: 3.503 eV
* energy above the lowest of the compared OMol25 structures with the same formula, charge and spin: 248.1 kJ/mol
* total charge: -2
* LUMO energy: 3.96 eV
* HOMO: 0.5 eV



[2]
ORCA calculation (the ωB97M-V functional and the def2-TZVPD basis) on an isolated ion of composition C17H21ClN3O3S and charge +1 at a distorted geometry.

XYZ file:
```
46
Properties=species:S:1:pos:R:3:mulliken_charge:R:1
N 0.264 -1.339 2.002 -0.04
S -0.343 -0.363 3.532 1.40
O -1.630 -0.921 3.728 -0.61
O 0.721 -0.581 4.441 -0.64
C -0.351 1.219 2.761 -0.02
C -1.508 1.630 2.128 -0.52
C -1.445 2.739 1.307 -0.63
C -0.236 3.405 1.108 0.71
C -0.113 4.389 -0.012 -1.26
C -0.067 3.583 -1.321 -0.43
N 1.126 2.747 -1.395 -0.25
C 0.944 1.507 -2.109 -1.06
C 0.244 0.418 -1.295 0.69
O 0.433 0.315 -0.080 -0.84
N -0.563 -0.396 -1.979 -0.08
C -1.272 -1.518 -1.391 -1.40
C -0.454 -2.789 -1.355 0.70
C 0.465 -3.071 -2.360 -0.36
C 1.197 -4.245 -2.356 -0.73
C 1.016 -5.171 -1.343 -0.50
C 0.105 -4.915 -0.333 -0.76
C -0.617 -3.733 -0.345 0.65
Cl -1.773 -3.463 0.953 -0.21
C 0.889 3.015 1.834 -0.56
C 0.840 1.909 2.663 -0.55
H -0.407 -2.112 1.811 0.04
H 1.182 -1.728 2.212 0.45
H 0.327 -0.728 1.134 0.36
H -2.418 1.069 2.267 0.56
H -2.329 3.071 0.783 0.51
H -0.972 5.059 -0.044 0.39
H 0.796 4.981 0.079 0.33
H -0.987 2.982 -1.392 0.30
H -0.044 4.272 -2.172 0.42
H 1.477 2.539 -0.465 0.26
H 1.937 1.116 -2.361 0.28
H 0.409 1.705 -3.040 0.56
H -0.643 -0.272 -2.976 0.31
H -2.178 -1.690 -1.979 0.45
H -1.574 -1.236 -0.379 0.47
H 0.608 -2.362 -3.161 0.39
H 1.901 -4.440 -3.149 0.41
H 1.575 -6.092 -1.338 0.40
H -0.050 -5.631 0.458 0.46
H 1.814 3.562 1.724 0.46
H 1.705 1.562 3.204 0.48
```

Properties
* F_max: 1.23 eV Å⁻¹
* gap between HOMO and LUMO: 8.859 eV
* total charge: +1
* SMILES: [NH3+]S(=O)(=O)c1ccc(CCNCC(=O)NCc2ccccc2Cl)cc1
* LUMO energy: -3.19 eV
* HOMO: -12.1 eV



[3]
ORCA calculation (the ωB97M-V functional and the def2-TZVPD basis) on C17H21CrN3O6 as an isolated structure.

XYZ file:
```
48
Properties=species:S:1:pos:R:3:mulliken_spin:R:1
Cr 1.241 0.879 -0.947 3.97
O 3.127 0.776 0.601 0.01
C 4.214 0.723 -0.327 -0.01
C 4.030 1.743 -1.434 0.01
N 2.797 1.526 -2.220 -0.04
C 2.300 2.823 -2.721 0.01
C 1.631 3.604 -1.565 -0.01
O 1.654 4.817 -1.584 0.01
O 1.079 2.850 -0.665 -0.02
C 2.964 0.463 -3.227 0.02
C 2.588 -0.929 -2.679 0.01
O 3.050 -1.916 -3.214 0.01
O 1.748 -0.913 -1.691 -0.02
H 3.101 1.656 1.001 0.00
H 4.222 -0.296 -0.713 -0.01
H 5.165 0.904 0.179 0.00
H 4.904 1.739 -2.096 0.00
H 3.965 2.737 -0.983 -0.01
H 1.538 2.637 -3.480 0.03
H 3.091 3.430 -3.168 0.01
H 3.977 0.433 -3.633 0.00
H 2.279 0.659 -4.054 0.00
C -2.618 -2.843 2.691 0.00
N -2.167 -2.365 1.389 0.00
N -1.835 -1.014 1.333 0.00
C -0.739 -0.849 0.521 0.01
O -0.325 0.288 0.210 -0.01
C -0.307 -2.159 0.145 0.02
C -1.170 -3.035 0.714 0.00
C -1.140 -4.522 0.705 0.00
C -2.827 -0.026 1.581 0.00
C -4.163 -0.300 1.319 0.00
C -5.119 0.674 1.564 0.00
C -4.741 1.919 2.046 0.00
C -3.401 2.186 2.289 0.00
C -2.438 1.214 2.070 0.00
H -3.445 -2.227 3.034 0.00
H -1.811 -2.808 3.428 0.00
H -2.971 -3.865 2.580 0.00
H 0.524 -2.353 -0.514 -0.01
H -0.394 -4.867 -0.006 0.00
H -2.111 -4.928 0.422 0.00
H -0.881 -4.917 1.690 0.00
H -4.444 -1.263 0.914 0.00
H -6.161 0.462 1.363 0.00
H -5.488 2.681 2.224 0.00
H -3.100 3.158 2.655 0.00
H -1.393 1.415 2.253 0.00
```

Properties
* ⟨S²⟩: 6.01
* 2S+1: 5
* F_max: 0.15 eV Å⁻¹
* gap between HOMO and LUMO (alpha / beta): 8.252 / 9.321 eV
* LUMO energy (alpha / beta): 0.34 / 0.32 eV
* HOMO (alpha / beta): -7.9 / -9.0 eV



[4]
ORCA calculation (the ωB97M-V functional and the def2-TZVPD basis) on C17H21F3IO5S as an isolated structure at a distorted geometry.

XYZ file:
```
48
Properties=species:S:1:pos:R:3:mulliken_charge:R:1
C -4.143 -2.431 0.961 -1.57
C -3.403 -0.991 1.226 1.33
C -2.802 -0.996 2.627 -1.14
C -2.144 -0.846 0.162 0.22
C -1.552 0.178 -0.681 -0.41
I 0.263 0.866 2.388 0.31
C -1.323 -0.209 -2.033 -0.32
C -1.056 -1.542 -2.357 -0.68
C -1.068 -2.493 -1.331 -0.58
C -1.536 -2.097 -0.073 -0.23
O -4.589 -0.428 1.149 -0.90
S -0.371 1.646 -0.589 -0.10
C -1.598 2.995 -1.046 0.93
F -1.003 4.199 -0.848 -0.23
F -1.973 2.915 -2.341 -0.25
F -2.682 2.918 -0.251 -0.23
H -3.446 -3.268 1.027 0.32
H -4.949 -2.581 1.687 0.41
H -4.608 -2.411 -0.031 0.32
H -2.113 -1.837 2.760 0.22
H -2.240 -0.072 2.805 -0.11
H -3.603 -1.070 3.367 0.48
H -1.217 0.561 -2.805 0.40
H -0.775 -1.805 -3.375 0.35
H -0.759 -3.532 -1.491 0.49
H -1.522 -2.850 0.727 0.42
H 1.315 0.440 -0.538 0.46
C 1.520 0.832 0.480 -0.61
C 2.508 -0.215 0.968 0.21
O 3.549 -0.011 1.542 -0.64
O 2.031 -1.444 0.631 0.01
C 2.934 -2.509 0.955 -0.26
C 2.293 -3.806 0.536 -1.14
C 2.221 2.172 0.467 0.60
O 2.591 2.739 1.469 -0.57
O 2.304 2.702 -0.776 -0.20
C 2.952 3.991 -0.843 -0.32
C 2.549 4.657 -2.131 -1.08
H 3.876 -2.360 0.411 0.30
H 3.112 -2.494 2.037 0.31
H 2.978 -4.628 0.751 0.42
H 1.360 -3.997 1.077 0.25
H 2.073 -3.818 -0.538 0.27
H 2.651 4.590 0.018 0.33
H 4.032 3.818 -0.802 0.30
H 3.048 5.628 -2.176 0.40
H 2.849 4.067 -3.006 0.30
H 1.465 4.830 -2.164 0.22
```

Properties
* F_max: 6.49 eV Å⁻¹
* gap between HOMO and LUMO: 4.230 eV
* energy above the lowest of the compared OMol25 structures with the same formula, charge and spin: 471.0 kJ/mol
* total charge: -1
* LUMO energy: 1.56 eV
* HOMO: -2.7 eV



[5]
ORCA calculation (the ωB97M-V functional and the def2-TZVPD basis) on C17H21F3N2O3S in the gas phase at a distorted geometry.

XYZ file:
```
47
Properties=species:S:1:pos:R:3:mulliken_charge:R:1
C 2.742 3.785 4.867 -1.03
C 2.135 3.008 3.728 0.53
N 2.488 2.945 2.415 -0.58
C 1.862 2.059 1.673 -0.20
O 1.695 1.970 0.290 -0.41
C 2.415 2.813 -0.730 -0.76
C 3.986 2.824 -0.569 0.87
F 4.502 3.825 0.166 -0.20
F 4.304 1.497 -0.157 -0.27
F 4.464 2.858 -1.831 -0.27
C 1.068 1.223 2.368 1.12
C 0.258 0.057 1.977 0.34
O -0.204 -0.659 2.838 -0.73
N -0.007 -0.239 0.633 0.03
C -0.862 -1.348 0.234 -1.80
C -0.298 -2.097 -1.013 1.03
C -0.327 -1.263 -2.197 -1.38
C -1.783 -0.948 -2.598 0.22
C -2.172 0.044 -1.425 -1.29
C -2.200 -0.720 -0.169 0.76
C -3.043 -1.992 -0.214 -1.73
C -2.464 -2.946 -1.343 1.49
O -3.194 -4.140 -1.400 -0.67
C -2.623 -2.236 -2.718 -1.48
C -1.006 -3.315 -1.164 -1.91
S 1.115 1.585 4.062 -0.18
H 2.878 3.147 5.797 0.30
H 1.973 4.547 5.183 0.26
H 3.716 4.323 4.615 0.27
H 2.031 3.895 -0.793 0.32
H 2.104 2.424 -1.671 0.39
H 0.252 0.428 -0.057 0.39
H -0.992 -2.012 1.107 0.85
H 0.782 -2.303 -0.942 0.21
H 0.351 -0.357 -2.153 0.16
H 0.207 -1.897 -2.959 0.46
H -1.807 -0.394 -3.549 0.41
H -3.133 0.552 -1.642 0.44
H -1.413 0.856 -1.347 0.41
H -2.621 0.010 0.571 0.38
H -3.079 -2.564 0.674 0.45
H -4.062 -1.674 -0.463 0.44
H -2.659 -4.934 -1.054 0.42
H -3.596 -1.924 -3.044 0.41
H -2.098 -2.831 -3.511 0.37
H -0.800 -3.821 -2.128 0.51
H -0.884 -4.061 -0.356 0.60
```

Properties
* F_max: 4.89 eV Å⁻¹
* gap between HOMO and LUMO: 8.945 eV
* energy above the lowest of the compared OMol25 structures with the same formula, charge and spin: 276.7 kJ/mol
* SMILES: Cc1nc(OCC(F)(F)F)c(C(=O)N[C@@H]2[C@@H]3C[C@@H]4C[C@H]2C[C@@](O)(C4)C3)s1
* LUMO energy: 0.19 eV
* HOMO: -8.8 eV